Below is a structure of composition C16H18F12MgN2O17S4 at a distorted geometry, with properties calculated with ωB97M-V/def2-TZVPD.

Structure (XYZ):
```
70
C16H18F12MgN2O17S4 ωB97M-V/def2-TZVPD
Mg 0.213 -3.819 1.248
C 1.034 0.782 0.161
F 1.560 0.471 1.308
F 0.614 2.006 0.146
F 1.971 0.697 -0.876
S -0.569 -0.308 -0.136
O -1.002 -0.523 1.248
O -1.450 0.395 -1.073
N -0.123 -1.880 -0.746
S 0.050 -1.660 -2.257
O 0.414 -0.336 -2.783
O 1.033 -2.687 -2.745
C -1.756 -2.221 -2.954
F -1.851 -3.476 -2.580
F -2.800 -1.598 -2.295
F -1.861 -2.292 -4.311
C 2.113 -5.784 5.357
F 0.800 -6.073 5.424
F 2.709 -5.905 6.608
F 2.748 -6.714 4.663
S 2.321 -4.021 4.490
O 0.965 -3.418 4.632
O 3.351 -3.443 5.349
N 2.529 -4.315 2.772
S 4.138 -4.257 2.766
O 4.602 -2.923 2.456
O 4.842 -4.975 3.819
C 4.480 -5.284 1.196
F 3.665 -4.763 0.309
F 5.721 -5.090 0.793
F 4.199 -6.594 1.474
C -7.143 2.652 -1.774
C -6.175 3.249 -2.795
C -6.661 3.602 -4.257
O -6.437 4.947 -4.447
C -5.781 5.403 -3.456
O -5.333 6.529 -3.489
O -5.659 4.496 -2.424
H -7.736 3.382 -1.224
H -6.515 1.918 -1.269
H -7.937 1.969 -2.073
H -5.344 2.549 -2.882
H -7.716 3.352 -4.143
H -6.252 2.905 -4.988
C 3.905 1.333 -6.351
C 5.288 0.906 -6.233
C 5.458 0.116 -4.898
O 6.030 -1.087 -5.377
C 6.291 -0.941 -6.698
O 6.992 -1.722 -7.349
O 5.603 0.036 -7.254
H 3.483 1.458 -7.348
H 3.652 2.228 -5.782
H 3.179 0.655 -5.901
H 5.982 1.746 -6.258
H 4.484 -0.088 -4.452
H 6.063 0.573 -4.114
C -3.343 3.038 7.358
C -2.501 2.538 6.106
C -1.708 3.676 5.485
O -0.468 3.541 6.187
C -0.338 2.199 6.677
O 0.603 1.704 7.252
O -1.540 1.535 6.422
H -4.016 3.799 6.964
H -2.675 3.494 8.089
H -3.808 2.224 7.915
H -3.055 2.125 5.262
H -2.060 4.705 5.556
H -1.477 3.264 4.503
```

## Properties
relative energy (zero: lowest compared OMol25 entry of this formula, charge and spin)	491.5	kJ/mol
orbital gap	4.618	eV
HOMO level	-0.388	hartree
lowest unoccupied orbital energy	-0.2180	Eh